Record 1
{"formula": "C6H39N2O12", "method": "ωB97M-V/def2-TZVPD", "species": ["C", "N", "C", "C", "N", "C", "C", "C", "H", "H", "H", "H", "H", "H", "H", "H", "H", "H", "H", "H", "H", "H", "H", "H", "H", "O", "H", "H", "O", "H", "H", "O", "H", "H", "O", "H", "H", "O", "H", "H", "O", "H", "H", "O", "H", "H", "O", "H", "H", "O", "H", "H", "O", "H", "H", "O", "H", "H", "O"], "coordinates": [[-0.2494, -0.4170, 0.2586], [-0.9907, -0.9004, 1.4138], [-0.5525, -0.7163, 2.7573], [-0.8060, -0.7752, -1.1310], [0.2831, -1.0644, -2.0740], [-0.0262, -0.5063, -3.4539], [-1.1969, 0.5137, -3.2339], [-1.7515, 0.3485, -1.7054], [0.8120, -0.6981, 0.4283], [-0.0612, 0.7090, 0.4483], [-1.9374, -0.4908, 1.2858], [-1.4409, -1.1111, 3.3942], [0.4631, -1.2614, 2.9250], [-0.3040, 0.3813, 2.9556], [-1.2569, -1.7943, -0.8988], [0.5712, -2.0403, -2.0214], [1.2522, -0.5816, -1.7502], [0.9535, -0.0177, -3.7157], [-0.3598, -1.3390, -4.0275], [-2.0950, 0.1347, -3.8215], [-0.7487, 1.4967, -3.4552], [-1.4385, 1.3199, -1.2141], [-2.6947, 0.0191, -1.4750], [-0.0869, 3.6655, 3.6085], [-0.2963, 2.1873, 3.3890], [0.0485, 2.9875, 2.9300], [-0.6021, 3.4182, 1.3335], [-1.7796, 4.6555, 1.4517], [-1.4647, 3.8405, 0.9894], [3.1288, -0.1481, -0.4319], [3.4495, -0.0768, -2.0087], [2.7274, -0.1078, -1.3608], [1.6141, -3.2629, 2.4003], [3.0597, -2.9126, 2.4830], [2.1707, -2.6790, 2.9610], [2.6862, -1.4350, 1.7230], [2.7227, 0.0656, 1.6373], [3.1222, -0.7702, 1.1762], [0.6485, -3.7068, -0.8576], [1.7901, -4.2816, -1.9663], [1.2155, -3.6765, -1.5906], [-0.9177, 3.5623, -1.4885], [0.1769, 4.5189, -1.4224], [-0.0568, 3.7733, -1.8572], [1.7221, 3.1890, -0.8664], [2.1373, 1.6110, -0.6319], [2.3046, 2.5242, -0.4018], [-2.2344, 2.4184, 1.0378], [-3.8003, 1.9904, 1.0949], [-2.8810, 1.5675, 1.0576], [2.1072, 1.8302, 2.8530], [2.1144, 2.0186, 1.2779], [1.8322, 1.4650, 2.0406], [-3.7299, -1.7465, -0.9268], [-3.5284, -3.1459, -1.4052], [-3.0011, -2.4140, -1.1004], [-1.1729, -4.4174, -0.2974], [-1.1122, -3.5777, 0.8869], [-0.5390, -4.1392, 0.3928]], "e_tot_ev": -34397.5833, "mol_weight_g_mol": 331.38, "de_lowest_kcal_mol": 104.94, "lumo_ha": -0.0832, "largest_force_ev_per_a": 6.13, "homo_energy_ev": -11.03, "total_charge": 1}

***

Record 2
{"formula": "B6F24Zn", "method": "ωB97M-V/def2-TZVPD", "species": ["Zn", "B", "F", "F", "F", "F", "B", "F", "F", "F", "F", "B", "F", "F", "F", "F", "B", "F", "F", "F", "F", "B", "F", "F", "F", "F", "B", "F", "F", "F", "F"], "coordinates": [[-0.5582, -0.9270, -0.7239], [2.3968, 1.2914, -3.6981], [1.2552, 0.8235, -3.2378], [2.4933, 2.6251, -3.4326], [3.4522, 0.7430, -3.0464], [2.5665, 1.0929, -5.0604], [-3.9474, 2.8659, -0.9198], [-3.5740, 4.0251, -0.2912], [-4.9246, 2.2392, -0.1745], [-4.4792, 3.1906, -2.0664], [-2.8365, 2.0290, -0.9607], [3.1156, -3.3130, 1.4304], [2.4800, -3.3413, 2.6199], [2.3024, -2.8891, 0.4466], [4.1956, -2.4191, 1.5922], [3.6525, -4.5030, 1.4225], [2.9176, 2.4285, 1.6920], [3.7353, 2.9315, 0.6910], [3.6193, 1.7969, 2.6464], [2.1464, 3.3527, 2.3464], [1.9922, 1.5970, 1.1348], [-2.1833, -3.4867, -2.3590], [-0.9661, -3.2761, -2.9151], [-1.9734, -3.6974, -1.0123], [-2.8990, -2.2980, -2.2780], [-2.9074, -4.4912, -3.0292], [-2.2015, 0.3227, 3.8353], [-2.5033, -0.5017, 4.8516], [-3.2122, 1.3087, 3.8313], [-1.0374, 0.8621, 4.0234], [-2.1172, -0.3821, 2.6416]], "e_tot_ev": -117724.1121, "mol_weight_g_mol": 586.21, "de_lowest_kcal_mol": 180.97, "lumo_ha": 0.0543, "largest_force_ev_per_a": 5.96, "homo_energy_ev": -1.63, "total_charge": -4}

***

Record 3
{"formula": "C3H2O2Zn", "method": "ωB97M-V/def2-TZVPD", "species": ["H", "O", "H", "C", "C", "O", "C", "Zn"], "coordinates": [[-3.2750, 0.4406, -0.7099], [1.9517, 1.1843, 0.2152], [2.8495, 1.5074, 0.0398], [-2.2920, 0.2892, -0.2850], [-1.4682, -0.4912, 0.2297], [0.8828, -0.7275, 0.4286], [1.8680, -0.0877, 0.0525], [-0.5168, -2.1151, 0.0291]], "e_tot_ev": -55642.6675, "multiplicity": 2, "mol_weight_g_mol": 135.44, "de_lowest_kcal_mol": 44.83, "lumo_ha": [-0.2581, -0.2636], "largest_force_ev_per_a": 4.10, "homo_energy_ev": [-13.78, -13.97], "total_charge": 1}

***

Record 4
{"formula": "C21H37N7O3", "method": "ωB97M-V/def2-TZVPD", "species": ["C", "N", "C", "C", "O", "H", "H", "H", "H", "H", "H", "H", "C", "C", "C", "O", "H", "H", "H", "H", "H", "H", "C", "C", "C", "O", "H", "H", "H", "H", "H", "H", "C", "C", "N", "H", "H", "H", "C", "C", "N", "H", "H", "H", "C", "C", "N", "H", "H", "H", "C", "C", "N", "H", "H", "H", "C", "C", "N", "H", "H", "H", "C", "C", "N", "H", "H", "H"], "coordinates": [[-17.8442, 16.4254, -4.9813], [-18.2416, 17.2346, -3.8511], [-19.1094, 16.6008, -2.8914], [-17.8994, 18.5370, -3.7547], [-18.2883, 19.3119, -2.9034], [-17.3648, 15.5094, -4.6276], [-17.1343, 16.9734, -5.5979], [-18.7155, 16.1695, -5.5891], [-20.0336, 16.3000, -3.4012], [-18.6442, 15.6889, -2.5012], [-19.3451, 17.1916, -2.0147], [-17.1753, 18.8543, -4.5269], [-17.2836, 16.1718, 1.1694], [-18.5365, 15.3507, 1.1709], [-18.9082, 14.5553, 2.3939], [-19.2330, 15.3158, 0.1807], [-17.3954, 17.0594, 0.5500], [-16.5025, 15.5646, 0.7116], [-16.9902, 16.5188, 2.1599], [-19.8951, 14.8342, 2.7583], [-18.2060, 14.7672, 3.2105], [-18.8361, 13.4782, 2.2424], [-17.1138, 12.9123, -0.9630], [-17.1743, 11.7069, -1.8490], [-18.5265, 11.0556, -2.0161], [-16.2020, 11.3312, -2.4616], [-16.1107, 13.1436, -0.6081], [-17.7713, 12.8149, -0.0947], [-17.4696, 13.7968, -1.4993], [-18.3926, 9.9833, -1.8070], [-18.9882, 11.1596, -2.9893], [-19.1540, 11.3213, -1.1588], [-15.6770, 19.0947, -1.0446], [-15.0906, 18.7864, 0.2532], [-14.6002, 18.5311, 1.2649], [-16.3765, 18.3128, -1.3184], [-14.8698, 19.2695, -1.7511], [-16.2645, 20.0131, -0.9841], [-14.2565, 15.1017, -3.8069], [-15.1241, 15.5547, -2.7250], [-15.7761, 15.8573, -1.8284], [-14.7405, 15.1485, -4.7807], [-13.9757, 14.0667, -3.6176], [-13.3794, 15.7467, -3.8531], [-13.7719, 14.9060, 1.1551], [-12.6525, 15.0690, 2.0834], [-11.7708, 15.1859, 2.8026], [-13.9724, 15.8677, 0.6864], [-14.6575, 14.6061, 1.7127], [-13.5191, 14.1187, 0.4487], [-21.0414, 17.8990, 1.5954], [-22.3226, 18.5617, 1.3386], [-23.2922, 19.1260, 1.1205], [-20.3140, 18.7105, 1.5005], [-20.8324, 17.2512, 0.7443], [-21.0161, 17.3854, 2.5463], [-17.9858, 9.6213, 2.9390], [-18.9536, 10.2991, 2.0908], [-19.7126, 10.8287, 1.4202], [-17.0569, 10.1905, 2.9979], [-17.7444, 8.6353, 2.5526], [-18.3742, 9.5548, 3.9546], [-21.5357, 13.8338, -1.8975], [-22.1907, 14.5663, -0.8268], [-22.6661, 15.1568, 0.0253], [-20.6050, 14.3528, -2.1191], [-22.1543, 13.7712, -2.7877], [-21.3184, 12.8269, -1.5431]], "e_tot_ev": -38948.2796, "mol_weight_g_mol": 435.57, "lumo_ha": -0.0004, "largest_force_ev_per_a": 1.94, "homo_energy_ev": -9.75}